{"formula": "C6H8AgLiO6", "method": "ωB97M-V/def2-TZVPD", "elements": ["O", "C", "C", "O", "C", "H", "H", "H", "H", "O", "Li", "C", "C", "O", "C", "O", "O", "H", "H", "H", "H", "Ag"], "positions_angstrom": [[2.01202, 1.01593, 2.47694], [1.59709, 1.76232, 1.44900], [3.00477, 0.07877, 2.03213], [2.52154, 1.71986, 0.45313], [3.44148, 0.63809, 0.67731], [2.53182, -0.90757, 1.94653], [3.81161, 0.05753, 2.77085], [3.34343, -0.08086, -0.14294], [4.45113, 1.06546, 0.70445], [0.40608, 1.55784, 0.99544], [0.29936, 2.19310, -0.79534], [-1.58740, 1.08783, -0.12428], [-1.67401, -0.13367, -0.97701], [-2.91548, -0.88948, -0.72761], [-3.18391, -1.95508, -1.47739], [-2.37632, -2.34594, -2.36333], [-4.33350, -2.46491, -1.34786], [-1.80527, 0.84138, 0.93040], [-2.43490, 1.76995, -0.32347], [-0.84153, -0.83068, -0.79996], [-1.68733, 0.12134, -2.04742], [-4.58068, -4.30120, -3.30955]], "atomic_forces_ev_per_a": [[0.44, 0.75, 1.28], [-2.64, -6.05, -2.83], [0.15, 0.04, 0.15], [1.26, 1.31, -0.45], [0.46, 0.43, 0.10], [0.07, 0.27, 0.08], [-0.19, -0.08, -0.18], [0.02, 0.20, 0.19], [-0.19, -0.25, -0.09], [2.19, 4.41, 2.57], [-0.87, -0.63, 0.72], [-1.50, -0.40, -0.67], [-0.05, -0.08, -0.30], [-0.19, 0.10, 0.64], [0.27, -0.49, -2.25], [0.19, -0.14, 0.19], [-1.07, -0.94, 0.07], [0.76, -0.07, -0.28], [0.22, 0.02, -0.53], [-0.21, 0.09, -0.07], [0.09, -0.16, 0.19], [0.81, 1.65, 1.46]], "charge": 0, "spin_multiplicity": 1, "lumo_energy_ev": [-2.0, -2.0], "mol_weight_g_mol": 290.93, "homo_energy_ha": [-0.213, -0.213], "e_above_lowest_kcal_mol": 109.92}